{
  "formula": "C2H2P2S2",
  "method": "wB97M-V/def2-TZVPD",
  "smiles": "S=C1[PH]#P=CS1",
  "homo_lumo_gap_ev": [6.69, 6.59],
  "charge": 0,
  "spin_multiplicity": 1,
  "total_energy_ev": -42351.485,
  "fmax_ev_per_a": 5.99,
  "symbols": ["C", "C", "P", "P", "S", "S", "H", "H"],
  "xyz": [[-1.0845, 1.1241, -0.2787], [1.1639, -0.0395, 0.0112], [-1.9136, -0.7006, -0.0676], [0.0649, -1.4667, -0.2895], [2.6892, -0.4637, 0.4417], [0.5036, 1.5126, -0.3174], [-1.7749, 1.9101, -0.4222], [0.3514, -1.8762, 0.9225]],
  "nbo_charge": [-0.67, -0.67, 0.20, 0.33, 0.03, 0.56, 0.22, 0.00]
}


{
  "formula": "C28H44BrCoNOP2",
  "method": "wB97M-V/def2-TZVPD",
  "homo_lumo_gap_ev": [5.93, 4.86],
  "charge": 2,
  "spin_multiplicity": 4,
  "total_energy_ev": -159513.100,
  "fmax_ev_per_a": 4.93,
  "s2": 3.936,
  "symbols": ["C", "C", "C", "C", "N", "C", "C", "C", "C", "C", "C", "C", "C", "C", "Co", "P", "H", "H", "H", "H", "H", "H", "H", "H", "C", "C", "H", "H", "H", "H", "H", "C", "C", "H", "H", "H", "H", "H", "C", "C", "H", "H", "H", "H", "H", "Br", "P", "C", "C", "H", "H", "H", "H", "H", "C", "C", "H", "H", "H", "H", "H", "C", "C", "H", "H", "H", "H", "H", "C", "C", "C", "O", "H", "H", "H", "H", "H", "H"],
  "xyz": [[2.8856, 5.4103, -0.8813], [1.7278, 4.7723, -1.4137], [1.7791, 4.2791, -2.7458], [2.8588, 4.6775, -3.5522], [3.8787, 5.3843, -3.0741], [3.9111, 5.7388, -1.7919], [0.5613, 4.4641, -0.6659], [-0.4893, 4.1587, -0.0919], [-1.2892, 3.4788, 0.7852], [-0.5156, 2.5336, 1.5569], [-1.1440, 1.3083, 1.6541], [-2.5083, 1.1904, 1.2561], [-3.3490, 2.1880, 0.8445], [-2.6978, 3.4544, 0.6558], [-2.0212, -0.4679, 1.5580], [0.7873, -0.7148, 0.4895], [1.0397, 3.5592, -3.1152], [3.0497, 5.5586, 0.1934], [2.9015, 4.4092, -4.6132], [4.8011, 6.3020, -1.4890], [-3.2413, 4.3786, 0.3762], [0.4474, 2.7778, 2.0745], [-4.4362, 2.0382, 0.6220], [-0.7038, 0.4544, 2.1911], [1.4606, -2.3988, 0.8402], [2.7687, -2.8144, 0.1875], [0.6538, -3.0919, 0.5613], [1.5212, -2.4500, 1.9363], [2.9610, -3.8492, 0.4912], [2.7295, -2.7846, -0.9078], [3.6204, -2.2202, 0.5288], [1.2820, -0.2909, -1.2632], [2.5389, 0.5167, -1.5406], [0.4024, 0.2588, -1.6357], [1.3129, -1.2436, -1.8072], [2.5742, 0.6915, -2.6213], [2.5289, 1.4935, -1.0414], [3.4502, -0.0351, -1.2840], [1.9463, 0.3586, 1.4668], [3.4283, 0.0424, 1.6255], [1.4905, 0.4123, 2.4652], [1.8153, 1.3529, 1.0215], [3.8197, 0.7842, 2.3332], [3.6195, -0.9477, 2.0563], [3.9941, 0.1655, 0.6933], [-3.5772, -2.0088, 2.3434], [-1.9327, -2.0924, -1.0375], [-0.7821, -2.8488, -2.2772], [-1.1999, -4.1034, -3.0118], [0.1326, -3.0446, -1.6980], [-0.5469, -2.0432, -2.9849], [-0.3453, -4.4432, -3.5986], [-1.4635, -4.9134, -2.3356], [-2.0212, -3.9341, -3.7092], [-2.9177, -3.5490, -0.4673], [-4.3926, -3.5449, -0.7914], [-2.7811, -3.5473, 0.6287], [-2.4192, -4.4517, -0.8250], [-4.9071, -4.0277, 0.0383], [-4.8001, -2.5390, -0.9026], [-4.6194, -4.1359, -1.6835], [-2.9690, -0.8866, -2.0152], [-3.4421, -1.2707, -3.4000], [-2.3365, 0.0147, -2.0607], [-3.8169, -0.5800, -1.3877], [-3.9800, -0.4089, -3.8059], [-2.6105, -1.4842, -4.0732], [-4.1381, -2.1141, -3.3767], [-0.3085, 0.7546, 4.7228], [0.0330, -0.6472, 4.3384], [1.2142, -1.2692, 4.9957], [-0.6227, -1.2808, 3.4745], [0.2005, 0.9832, 5.6636], [-1.3987, 0.8655, 4.8307], [0.0411, 1.4840, 3.9687], [1.3832, -2.2705, 4.5991], [2.0951, -0.6423, 4.8311], [1.0779, -1.3041, 6.0780]],
  "lowdin_charge": [0.01, -0.23, -0.02, -0.12, 0.07, -0.12, 0.09, 0.05, -0.21, 0.01, -0.24, -0.18, 0.00, 0.05, 0.27, 1.04, 0.12, 0.12, 0.12, 0.12, 0.15, 0.15, 0.15, 0.01, -0.39, -0.12, 0.06, 0.08, 0.09, 0.08, 0.06, -0.38, -0.12, 0.07, 0.05, 0.09, 0.07, 0.07, -0.37, -0.11, 0.05, 0.06, 0.09, 0.07, 0.07, 0.36, 1.06, -0.39, -0.11, 0.06, 0.08, 0.10, 0.07, 0.08, -0.43, -0.14, -0.03, 0.07, 0.08, 0.06, 0.09, -0.39, -0.12, 0.08, 0.08, 0.09, 0.08, 0.08, 0.00, -0.45, 0.00, -0.07, 0.10, 0.12, 0.08, 0.09, 0.10, 0.11]
}


{
  "formula": "C13H14BCl3N3O3PS2",
  "method": "wB97M-V/def2-TZVPD",
  "smiles": "NB(O)c1cc2c(c(P(O)(O)=S)c1)Nc1c(N)cccc1S2.ClC(Cl)Cl",
  "homo_lumo_gap_ev": 8.47,
  "charge": 0,
  "spin_multiplicity": 1,
  "total_energy_ev": -93528.105,
  "fmax_ev_per_a": 1.86,
  "symbols": ["N", "B", "O", "C", "C", "C", "C", "C", "P", "O", "O", "S", "C", "N", "C", "C", "N", "C", "C", "C", "C", "S", "H", "H", "H", "H", "H", "H", "H", "H", "H", "H", "H", "H", "H", "C", "Cl", "Cl", "Cl", "H"],
  "xyz": [[4.4261, -0.1603, 0.2448], [3.4793, -0.1551, -0.9071], [3.8677, -0.6620, -2.1203], [2.0146, 0.4067, -0.6941], [1.0411, -0.0384, -1.5637], [-0.2465, 0.3810, -1.4004], [-0.6083, 1.2425, -0.3915], [0.3733, 1.7128, 0.4564], [0.0293, 2.8698, 1.8097], [1.4671, 3.4555, 2.2691], [-0.7571, 4.1489, 1.2096], [-0.8643, 2.0482, 3.2919], [1.6688, 1.2903, 0.2920], [-1.9753, 1.6705, -0.2572], [-2.8934, 0.5662, -0.2411], [-3.8538, 0.4190, 0.7470], [-3.9018, 1.4012, 1.7851], [-4.7030, -0.6599, 0.7066], [-4.6482, -1.5867, -0.2955], [-3.6989, -1.4506, -1.2832], [-2.8456, -0.3921, -1.2267], [-1.5686, -0.1721, -2.4580], [3.9537, -0.6809, 0.9809], [4.5824, 0.7779, 0.5991], [4.1461, -1.5835, -1.9861], [1.3073, -0.7339, -2.3500], [1.5592, 4.3310, 1.8652], [-0.4490, 4.2622, 0.2962], [2.4492, 1.6277, 0.9627], [-2.1756, 2.1893, -1.1165], [-4.7412, 1.1964, 2.3228], [-3.1160, 1.2035, 2.4023], [-5.4424, -0.7961, 1.4900], [-5.3195, -2.4330, -0.3451], [-3.6532, -2.1944, -2.0686], [4.3070, -4.7574, -0.5613], [3.0199, -5.8947, -0.9552], [4.8513, -3.9098, -2.0175], [3.7729, -3.6228, 0.6757], [5.1455, -5.3169, -0.1678]],
  "nbo_charge": [-1.15, 1.12, -0.91, -0.40, -0.15, -0.21, 0.25, -0.48, 1.83, -0.97, -0.95, -0.59, -0.14, -0.66, 0.14, 0.16, -0.80, -0.26, -0.18, -0.25, -0.17, 0.27, 0.38, 0.38, 0.51, 0.24, 0.50, 0.49, 0.23, 0.38, 0.35, 0.39, 0.21, 0.22, 0.22, -0.28, 0.03, 0.01, 0.02, 0.23]
}


{
  "formula": "C24H30BrCaClI2KMgNNaO20P3V",
  "method": "wB97M-V/def2-TZVPD",
  "homo_lumo_gap_ev": 1.97,
  "charge": 1,
  "spin_multiplicity": 1,
  "total_energy_ev": -264715.046,
  "fmax_ev_per_a": 8.81,
  "symbols": ["C", "C", "C", "C", "C", "P", "O", "O", "O", "C", "O", "C", "C", "C", "C", "I", "C", "C", "I", "C", "C", "O", "N", "O", "C", "P", "O", "O", "O", "C", "P", "O", "Cl", "C", "O", "H", "H", "H", "H", "H", "H", "H", "H", "H", "H", "H", "H", "H", "H", "H", "H", "H", "K", "O", "C", "C", "O", "H", "H", "H", "H", "Ca", "C", "O", "O", "O", "C", "C", "C", "O", "C", "H", "H", "H", "H", "H", "H", "H", "H", "Na", "O", "V", "O", "Br", "Mg", "O", "H"],
  "xyz": [[-3.1492, 1.2768, 0.0972], [-2.1175, 2.0414, 1.1143], [-1.5611, 3.4206, 0.3525], [0.0541, 3.4682, 0.6079], [0.6658, 4.3753, 1.6581], [-0.3166, 5.5741, 2.7710], [-1.1896, 4.8459, 3.9034], [-1.4300, 6.6146, 1.8766], [0.7556, 6.6885, 3.6451], [2.3211, 4.3046, 1.8761], [3.0364, 5.4221, 2.0611], [2.9888, 2.7732, 1.7813], [2.3049, 1.8286, 0.6064], [2.8942, 0.3148, 0.4219], [2.1117, -0.6112, -0.7242], [0.4179, -1.8104, 0.1004], [2.5161, -0.6402, -2.1604], [3.7899, 0.3371, -2.6057], [1.4159, -1.9603, -3.5321], [4.1773, -0.2459, 1.3385], [4.6363, -1.7760, 0.9975], [3.8197, -2.7780, 1.7618], [4.1136, -2.7346, 3.0714], [3.0293, -2.9833, 3.6266], [4.8654, 0.7257, 2.5181], [6.3450, 0.1494, 3.5656], [7.1520, -1.0969, 3.0456], [5.9284, -0.2599, 5.2448], [7.5296, 1.4761, 3.4903], [4.2322, 2.2573, 2.7757], [4.8029, 3.4939, 4.0979], [5.6286, 2.7413, 5.4556], [3.1281, 4.3838, 5.1568], [1.0327, 2.4479, -0.2869], [0.8281, 2.2049, -1.5811], [-2.6031, 1.0800, -0.9429], [-3.4693, 0.2190, 0.4964], [-4.1295, 1.9308, -0.0932], [-1.2205, 1.3654, 1.4790], [-2.7369, 2.3594, 2.0574], [-1.7300, 3.2714, -0.7986], [-2.1420, 4.3185, 0.8250], [-1.4141, 6.3705, 0.8936], [1.1143, 7.3509, 2.9570], [4.1749, 0.0479, -3.6926], [4.6636, 0.3403, -1.8074], [3.3606, 1.4458, -2.6932], [5.7704, -2.0190, 1.1078], [4.3964, -2.0406, -0.1443], [6.7339, -0.7080, 5.6875], [7.4878, 1.7992, 2.5233], [4.9240, 2.1011, 5.8284], [0.7744, 4.3290, 5.3128], [-2.3501, -2.5258, -5.6425], [-2.6938, -1.5667, -4.7709], [-2.7082, -2.1755, -3.2902], [-3.0622, -1.2190, -2.4199], [-3.6829, -1.0954, -4.9090], [-2.0392, -0.6788, -4.7198], [-1.7148, -2.6374, -3.1500], [-3.3541, -3.0698, -3.3423], [0.5546, -3.8745, 1.4678], [-5.1457, 1.0636, -5.6150], [-5.3561, 2.2486, -5.8229], [-4.4135, 0.3392, -6.2989], [-5.6324, 0.4054, -4.6884], [-4.9709, -5.5617, -0.8703], [-5.4166, -5.2427, 0.5334], [-4.1529, -4.6804, 1.1470], [-3.4201, -4.0507, 0.0869], [-4.0126, -4.4282, -1.1635], [-5.7920, -5.6225, -1.5890], [-4.4337, -6.5176, -0.8809], [-6.1953, -4.4713, 0.5089], [-5.8076, -6.1061, 1.0777], [-3.5242, -5.4757, 1.5612], [-4.3584, -3.9514, 1.9361], [-4.5414, -3.5545, -1.5598], [-3.2295, -4.7130, -1.8716], [-3.8725, -4.1142, -6.1468], [-5.5583, 3.6408, -2.0529], [-7.1210, 3.7265, -2.8510], [-8.6836, 3.8123, -3.6491], [-6.2876, -4.9712, -3.9291], [5.1823, -3.9695, -0.1476], [8.2528, -4.5664, -2.3618], [8.8289, -4.2276, -1.7011]],
  "lowdin_charge": [-0.13, -0.22, -0.12, -0.04, -0.11, 0.74, -0.47, -0.19, -0.25, -0.24, -0.04, -0.01, 0.04, -0.10, -0.62, 0.76, -0.67, -0.11, 0.84, -0.02, -0.29, -0.35, 0.02, -0.02, -0.13, 0.72, -0.37, -0.24, -0.23, -0.28, 0.74, -0.38, 0.16, -0.13, 0.04, 0.08, 0.08, 0.10, 0.10, 0.12, 0.14, 0.12, 0.10, 0.12, 0.10, 0.10, 0.10, 0.09, 0.01, 0.12, 0.10, 0.07, 0.71, -0.13, -0.27, -0.28, 0.01, 0.11, 0.14, 0.08, 0.09, 1.01, -0.98, 0.17, 0.17, 0.20, -0.22, -0.17, -0.23, -0.18, -0.24, -0.02, 0.12, 0.13, 0.12, 0.10, 0.11, 0.10, 0.11, 0.60, -0.70, 1.04, -0.63, -0.34, 0.88, -0.40, -0.16]
}


{
  "formula": "C28H28N2O2PS3ScSe2",
  "method": "wB97M-V/def2-TZVPD",
  "homo_lumo_gap_ev": 7.29,
  "charge": 0,
  "spin_multiplicity": 1,
  "total_energy_ev": -229756.198,
  "fmax_ev_per_a": 0.48,
  "symbols": ["Sc", "C", "C", "C", "C", "C", "C", "N", "N", "C", "C", "C", "C", "C", "C", "H", "H", "H", "H", "H", "H", "H", "H", "H", "Se", "P", "Se", "C", "C", "C", "C", "C", "C", "C", "C", "C", "C", "C", "C", "H", "H", "H", "H", "H", "H", "H", "H", "H", "H", "C", "S", "C", "O", "H", "H", "H", "H", "H", "H", "C", "O", "C", "S", "S", "H", "H", "H"],
  "xyz": [[-0.5630, -0.5170, 0.5071], [1.0129, 4.4346, -2.3825], [1.8829, 3.3738, -2.1695], [1.6615, 2.4879, -1.1283], [0.5786, 2.6872, -0.2873], [-0.2880, 3.7511, -0.4814], [-0.0727, 4.6211, -1.5377], [0.3164, 1.7480, 0.7680], [0.2425, 2.2655, 1.8926], [-0.1287, 1.3820, 2.9426], [-0.0482, 1.9210, 4.2236], [-0.4055, 1.1351, 5.3043], [-0.8415, -0.1666, 5.0792], [-0.9100, -0.6767, 3.7862], [-0.5619, 0.0812, 2.6683], [1.1771, 5.1107, -3.2112], [2.7275, 3.2245, -2.8293], [2.3140, 1.6409, -0.9733], [-1.1311, 3.8723, 0.1868], [-0.7556, 5.4441, -1.7034], [0.2920, 2.9416, 4.3481], [-0.3516, 1.5290, 6.3107], [-1.1328, -0.7856, 5.9201], [-1.2522, -1.6992, 3.6537], [1.3760, -1.0537, -1.4289], [0.2238, -0.6981, -3.2790], [-0.9913, 1.0266, -3.2849], [1.4781, -0.6774, -4.6080], [2.5044, -1.6197, -4.6324], [3.4217, -1.6220, -5.6697], [3.3239, -0.6811, -6.6876], [2.3073, 0.2601, -6.6635], [1.3837, 0.2635, -5.6253], [-0.7238, -2.2248, -3.6040], [-1.9544, -2.1307, -4.2440], [-2.6824, -3.2787, -4.5217], [-2.1863, -4.5223, -4.1616], [-0.9586, -4.6187, -3.5215], [-0.2290, -3.4739, -3.2406], [2.5924, -2.3435, -3.8320], [4.2174, -2.3559, -5.6816], [4.0445, -0.6818, -7.4956], [2.2318, 0.9965, -7.4533], [0.5913, 1.0002, -5.5924], [-2.3445, -1.1538, -4.5002], [-3.6450, -3.2002, -5.0105], [-2.7584, -5.4170, -4.3720], [-0.5727, -5.5883, -3.2325], [0.7125, -3.5460, -2.7109], [0.7729, -4.6159, 2.2613], [1.0157, -3.5012, 0.8874], [2.7663, -3.2258, 1.0968], [0.3661, -2.2231, 1.3970], [1.3226, -5.5363, 2.0676], [-0.2930, -4.8240, 2.3208], [1.1161, -4.1283, 3.1725], [3.2832, -4.1733, 0.9467], [2.9346, -2.8327, 2.0987], [3.0759, -2.5091, 0.3389], [-4.7141, 0.8127, -2.0014], [-4.1518, -0.4457, -1.6007], [-3.1799, -0.4609, -0.7153], [-2.6959, 0.9156, 0.1165], [-2.4363, -1.9727, -0.4640], [-5.2770, 0.5974, -2.9040], [-3.9235, 1.5311, -2.2052], [-5.3743, 1.1885, -1.2202]],
  "nbo_charge": [1.45, -0.21, -0.19, -0.23, 0.18, -0.23, -0.21, -0.26, -0.07, 0.01, -0.18, -0.24, -0.21, -0.16, -0.49, 0.21, 0.22, 0.24, 0.23, 0.21, 0.22, 0.21, 0.21, 0.19, -0.63, 1.00, -0.51, -0.30, -0.21, -0.22, -0.20, -0.20, -0.22, -0.30, -0.22, -0.20, -0.20, -0.22, -0.22, 0.22, 0.21, 0.21, 0.21, 0.24, 0.24, 0.21, 0.21, 0.21, 0.22, -0.81, 1.32, -0.82, -1.02, 0.24, 0.25, 0.24, 0.24, 0.24, 0.27, -0.27, -0.49, 0.10, -0.17, -0.20, 0.20, 0.22, 0.19]
}